Entry 1:
Density functional theory data (ωB97M-V/def2-TZVPD) for a structure of composition C50H79KN8O7PSSi in a non-equilibrium geometry.

Output
F_max (eV/A): 1.9
Orbital gap (eV): 5.15
Molecular weight (u): 1034.456
Calculated total energy (eV): -123724.6608

ORCA input file:
```
! RIJCOSX wB97M-V def2-TZVPD def2/J DEFGRID3
* xyz -1 1
K 0.011 -0.565 0.361
S -1.372 -3.391 -1.783
P 2.648 -1.483 -1.901
Si -3.325 -3.821 -2.148
O -4.320 -2.531 -1.825
O -3.707 -4.160 -3.739
O 1.650 -0.667 -1.169
O -0.314 3.134 -2.065
O 1.765 1.993 0.356
O -3.913 -5.155 -1.339
O -1.275 0.661 -1.995
N -0.387 -0.618 3.023
N -1.998 0.642 -4.144
N 1.412 4.202 -0.006
N 4.178 -0.868 -1.739
N 2.674 -3.060 -1.418
N 2.241 -1.048 2.380
N -2.275 0.575 1.426
N 2.422 -1.527 -3.549
C 5.378 -1.705 -1.662
C 4.409 0.473 -1.166
C 1.960 -5.029 -0.260
C -3.753 -5.543 0.028
C 1.749 4.531 1.368
C -0.899 2.653 -3.241
C -1.697 -0.850 3.289
C -2.699 -0.235 2.436
C 0.269 0.016 5.285
C 1.403 2.894 -0.383
C 1.058 -0.960 -5.419
C 1.043 5.306 -0.877
C -3.353 -5.210 -4.620
C -1.867 -5.554 -4.544
C 0.530 -0.421 3.971
C 2.785 -4.190 -2.348
C -5.964 -1.024 -2.595
C 1.291 0.329 6.183
C -3.165 1.178 0.679
C 1.024 -1.637 -4.041
C -3.523 -4.359 0.967
C -6.225 -2.236 -0.428
C 4.293 -0.436 4.151
C -3.531 -1.965 4.468
C 0.955 2.554 -1.795
C -2.564 -6.499 0.100
C 2.620 0.212 5.853
C -6.483 -3.466 -2.585
C -4.555 1.047 0.871
C 5.806 0.367 -0.557
C -4.193 -6.444 -4.293
C -1.417 1.217 -3.065
C -4.078 -0.470 2.678
C -5.727 -2.346 -1.868
C 2.538 -0.973 -5.804
C -2.164 -1.712 4.279
C 1.830 -3.493 -0.271
C 4.572 -0.909 2.902
C 1.940 -0.576 3.618
C 3.223 -0.720 -4.470
C 2.951 -5.361 -1.388
C 6.493 -0.690 -1.424
C 3.498 -1.201 2.041
C -3.692 -4.702 -6.019
C -4.488 -1.355 3.701
C -5.037 -6.269 0.414
C -2.413 -0.759 -4.087
C -2.158 1.337 -5.408
C 2.953 -0.252 4.561
C -5.000 0.221 1.859
H 1.020 0.680 7.174
H 5.733 0.012 0.473
H 3.617 -4.057 -3.038
H 2.818 -1.962 -6.175
H -4.281 -3.585 0.814
H -3.449 -5.452 -6.776
H 0.788 -3.218 -0.429
H -5.245 1.578 0.228
H 0.426 -1.471 -6.145
H -2.557 2.343 -5.276
H -7.020 -0.747 -2.561
H 4.268 -1.032 -4.456
H 2.795 -0.230 -6.560
H 0.328 -1.151 -3.356
H -1.670 -5.978 -0.248
H -7.261 -1.888 -0.406
H 6.804 -0.251 -2.376
H 5.594 -1.071 2.581
H -5.596 -1.534 0.125
H 3.192 0.352 -4.229
H -5.544 -1.540 3.859
H -5.254 -6.222 -4.431
H -6.270 -4.431 -2.118
H -7.556 -3.269 -2.526
H 3.690 -1.582 1.039
H 1.473 5.187 -1.871
H -1.922 -1.326 -4.880
H -1.618 -5.989 -3.574
H -2.869 0.777 -6.011
H 6.326 1.325 -0.549
H 5.312 -2.423 -0.837
H 0.710 0.075 -5.339
H -1.611 -6.264 -5.335
H 1.701 2.912 -2.525
H -3.496 -0.847 -4.206
H 2.680 5.102 1.411
H -1.734 3.318 -3.464
H -0.196 2.698 -4.086
H -2.143 -1.196 -3.126
H -3.128 -3.790 -6.225
H 1.443 6.222 -0.444
H 2.177 -3.033 0.653
H -6.178 -3.207 0.068
H -4.757 -4.470 -6.081
H -2.405 -6.840 1.127
H -1.221 1.407 -5.971
H -5.224 -7.090 -0.282
H -0.037 5.407 -0.984
H 2.743 -6.320 -1.864
H -3.919 -7.282 -4.941
H 3.975 -5.375 -1.007
H -4.039 -6.726 -3.250
H -1.263 -4.651 -4.650
H 3.406 0.458 6.557
H -6.062 0.072 2.025
H -5.662 -1.116 -3.641
H 1.874 3.608 1.926
H -2.548 -3.906 0.784
H -2.776 1.791 -0.130
H 0.984 -5.470 -0.469
H -3.573 -4.690 2.007
H -5.368 -0.237 -2.126
H 3.640 0.735 -0.440
H 0.950 5.122 1.820
H -6.183 -3.526 -3.630
H 2.301 -5.400 0.706
H -1.433 -2.208 4.906
H 4.396 1.233 -1.959
H -0.763 0.144 5.585
H -4.961 -6.672 1.427
H 1.861 -4.315 -2.927
H -5.887 -5.584 0.374
H 0.923 1.469 -1.842
H -3.833 -2.660 5.244
H -2.739 -7.367 -0.541
H 0.718 -2.684 -4.102
H 7.366 -1.140 -0.950
H 5.525 -2.276 -2.584
H 5.092 -0.201 4.847
*
```

Atom charges from the Löwdin analysis, given in e for atoms 1 to 6: 0.70 0.38 0.56 -0.18 -0.15 -0.17

=====

Entry 2:
Density functional theory data (ωB97M-V/def2-TZVPD) for a cluster of 2 separate species, C23H24N2O5 in total in a non-equilibrium geometry.

Output
F_max (eV/A): 18.5
Orbital gap (eV): 8.99
Molecular weight (u): 408.454
Calculated total energy (eV): -37437.8974

ORCA input file:
```
! RIJCOSX wB97M-V def2-TZVPD def2/J DEFGRID3
* xyz 0 1
O -0.670 0.902 1.410
O -2.360 -3.075 0.544
O 0.672 -4.578 1.024
O 4.430 -3.696 -3.833
O -1.882 4.666 -0.258
N -2.824 1.213 0.501
N -2.657 -1.673 0.379
C -1.725 -1.091 0.904
C 0.106 7.134 1.477
C 2.061 7.114 2.948
C 1.154 -3.936 -2.596
C 2.564 -3.458 -5.018
C -0.659 5.075 0.612
C 0.252 4.412 1.200
C 0.495 -4.074 -1.400
C -0.797 -1.829 1.141
C -2.671 2.743 0.776
C -4.046 0.637 0.178
C -1.283 -3.126 1.108
C 3.411 -4.022 -1.610
C -1.880 0.545 0.924
C 1.046 5.024 2.130
C 1.506 -4.349 -0.061
C 1.110 6.392 2.077
C 2.809 -4.335 -0.212
C -1.721 3.357 -0.509
C -0.512 -4.361 1.114
C 2.600 -3.857 -2.610
C 3.320 -3.606 -3.819
C -0.648 6.578 0.720
H 0.211 3.300 1.193
H -4.827 1.009 0.850
H 3.317 -3.295 -5.873
H 0.275 -1.428 1.690
H -4.279 1.212 -0.850
H 1.610 7.555 3.898
H -2.322 3.156 -1.400
H -1.341 6.937 0.289
H 3.248 -4.613 0.729
H 2.830 6.269 3.880
H 0.373 8.298 1.688
H -3.674 3.032 0.775
H 1.736 -4.154 -5.314
H -0.908 -4.738 2.268
H -0.844 2.701 -0.590
H 2.802 7.632 2.517
H 1.603 4.366 2.763
H 4.336 -4.132 -1.503
H 1.876 -2.570 -5.010
H -4.320 -0.287 -0.212
H -0.669 -4.163 -1.200
H -0.992 -5.034 0.644
H -2.037 3.025 1.675
H 0.631 -3.688 -3.400
*
```

Atom charges from the Löwdin analysis, given in e for atoms 1 to 6: -0.08 0.12 0.03 0.19 -0.06 -0.10

=====

Entry 3:
Density functional theory data (ωB97M-V/def2-TZVPD) for a structure of composition C3H5GaO3 in a non-equilibrium geometry.

Output
Expectation value of S²: 0.75
F_max (eV/A): 4.5
Orbital gap (spin up / spin down) (eV): 6.86 / 6.14
Molecular weight (u): 158.793
Calculated total energy (eV): -61662.9591

ORCA input file:
```
! RIJCOSX wB97M-V def2-TZVPD def2/J DEFGRID3
* xyz 3 2
Ga 0.923 -0.905 1.641
O 1.404 0.458 0.382
O -0.688 -0.337 -0.576
O -1.766 -1.885 0.366
C 0.406 1.898 -0.452
C 0.508 0.414 -0.844
C -0.751 -1.108 0.459
H -0.402 2.334 -1.050
H -1.621 -2.733 0.809
H 0.016 2.162 0.538
H 0.667 0.249 -1.932
H 1.139 1.776 -1.501
*
```

Atom charges from the Löwdin analysis, given in e for atoms 1 to 6: 1.61 -0.13 0.17 0.33 0.24 -0.22

=====

Entry 4:
Density functional theory data (ωB97M-V/def2-TZVPD) for an isolated molecule of C8H16N2O4 in a non-equilibrium geometry.

Output
F_max (eV/A): 6.2
Structure (SMILES): CC(C)[C@H](N)C(=O)N[C@@H](CO)C(=O)O
Orbital gap (eV): 9.69
Molecular weight (u): 204.226
Calculated total energy (eV): -19724.0980

ORCA input file:
```
! RIJCOSX wB97M-V def2-TZVPD def2/J DEFGRID3
* xyz 0 1
O -1.487 2.487 0.010
O -3.078 0.994 0.837
O -3.141 -1.455 -0.268
O 1.036 -0.740 2.283
N 1.339 -1.622 -1.243
N -0.475 -0.771 0.696
C -2.141 -0.979 -1.159
C 3.645 0.774 0.491
C 2.679 0.198 -0.525
C 1.933 1.339 -1.285
C 0.757 -0.798 1.100
C 1.775 -0.956 -0.013
C -1.126 -0.031 -0.408
C -2.066 1.226 0.151
H -2.517 -0.448 -2.108
H -1.503 -1.777 -1.621
H -1.107 -0.889 1.519
H 1.246 1.918 -0.647
H 3.187 1.579 1.126
H 3.277 -0.304 -1.240
H -0.752 2.604 -0.570
H 4.606 1.044 -0.063
H -0.379 0.383 -0.969
H 1.258 0.917 -2.053
H 3.789 0.112 1.315
H -3.371 -0.602 0.198
H 2.719 2.054 -1.764
H 1.044 -0.869 -1.832
H 0.627 -2.319 -0.993
H 2.453 -1.585 0.534
*
```

Atom charges from the Löwdin analysis, given in e for atoms 1 to 6: 0.11 0.09 -0.06 0.09 0.07 0.12

=====

Entry 5:
Density functional theory data (ωB97M-V/def2-TZVPD) for a structure of composition C8H24ClI2OP2STi in a non-equilibrium geometry.

Output
Expectation value of S²: 0.75
F_max (eV/A): 2.4
Orbital gap (spin up / spin down) (eV): 6.97 / 7.23
Molecular weight (u): 567.422
Calculated total energy (eV): -91971.9025

ORCA input file:
```
! RIJCOSX wB97M-V def2-TZVPD def2/J DEFGRID3
* xyz 2 2
I 2.828 -3.821 -0.211
I 4.835 -2.199 -0.717
Ti 0.735 -0.156 0.046
Cl 2.189 1.597 0.187
S -2.424 -0.616 0.643
P 0.781 -0.023 2.563
P 0.456 0.558 -2.313
O -0.969 -1.127 0.208
C 2.442 -0.657 2.956
C -0.857 -0.329 -3.211
C -3.444 -1.601 -0.543
C 0.230 2.333 -2.682
C 2.048 0.066 -3.060
C -2.580 1.036 -0.121
C -0.409 -1.122 3.404
C 0.627 1.606 3.366
H 2.023 0.330 -4.139
H -1.854 -0.030 -2.821
H 1.330 2.311 2.884
H -0.175 -1.145 4.490
H -1.644 1.624 -0.113
H -0.714 -1.415 -3.022
H -4.470 -1.238 -0.495
H -0.312 -2.132 2.953
H 2.872 0.589 -2.536
H -0.765 2.647 -2.311
H -3.033 0.940 -1.117
H 2.559 -0.650 4.060
H -3.305 1.507 0.551
H 1.003 2.915 -2.146
H -0.771 -0.093 -4.294
H -1.449 -0.769 3.225
H 0.838 1.501 4.449
H 3.192 -0.004 2.472
H 0.306 2.487 -3.777
H 2.205 -1.020 -2.891
H -0.407 1.970 3.200
H 2.550 -1.671 2.518
H -3.034 -1.602 -1.559
H -3.431 -2.595 -0.095
*
```

Atom charges from the Löwdin analysis, given in e for atoms 1 to 6: 0.10 0.12 0.48 0.13 1.02 0.68

=====

Entry 6:
Density functional theory data (ωB97M-V/def2-TZVPD) for a structure of composition CH2NO3S in a non-equilibrium geometry.

Output
F_max (eV/A): 2.8
Orbital gap (eV): 8.58
Molecular weight (u): 108.098
Calculated total energy (eV): -19537.6524

ORCA input file:
```
! RIJCOSX wB97M-V def2-TZVPD def2/J DEFGRID3
* xyz -1 1
S -0.426 -1.189 -0.027
O -1.343 -1.885 -0.985
O -0.421 0.993 -0.390
O -0.098 1.372 1.807
N 1.042 -1.600 -0.288
C -0.060 1.692 0.640
H 1.012 -2.257 -1.045
H 0.293 2.872 0.289
*
```

Atom charges from the Löwdin analysis, given in e for atoms 1 to 6: 0.82 -0.57 -0.29 -0.08 -0.34 -0.63

=====

Entry 7:
Density functional theory data (ωB97M-V/def2-TZVPD) for a cluster of 9 separate species, C39H102N6O15 in total in a non-equilibrium geometry.

Output
F_max (eV/A): 3.0
Structure (SMILES): COCCNCCOC.COCCNCCOC.COCCNCCOC.COCCNCCOC.COCCNCCOC.COCCNCCOC.CO.CO.CO
Orbital gap (eV): 9.37
Molecular weight (u): 895.272
Calculated total energy (eV): -81740.5266

ORCA input file:
```
! RIJCOSX wB97M-V def2-TZVPD def2/J DEFGRID3
* xyz 0 1
O -13.704 -28.067 -2.986
O -17.944 -25.941 -6.761
O -11.701 -24.992 -0.449
O -10.711 -23.107 -2.619
O -12.201 -27.761 -7.560
O -5.680 -24.573 -2.041
O -19.892 -30.565 -8.778
O -13.813 -22.087 -5.753
O -8.689 -21.123 -7.256
O -13.345 -25.469 -4.187
O -18.137 -28.883 -3.472
O -14.996 -32.603 -2.042
O -7.902 -26.493 -6.469
O -11.174 -32.197 -9.072
O -10.036 -24.077 -9.694
N -11.164 -22.439 -6.740
N -12.358 -30.611 -7.090
N -8.366 -23.533 -1.258
N -19.868 -27.806 -6.309
N -7.803 -26.164 -9.486
N -15.338 -29.920 -4.484
C -12.092 -29.625 -6.040
C -7.546 -24.420 -0.454
C -9.203 -26.282 -9.851
C -8.763 -26.823 -5.363
C -16.701 -25.439 -7.188
C -4.290 -24.488 -2.291
C -12.999 -24.468 -0.645
C -11.859 -32.852 -8.033
C -12.871 -28.378 -6.432
C -20.735 -31.078 -9.726
C -11.949 -25.593 -4.249
C -20.112 -26.642 -7.129
C -15.758 -30.796 -3.359
C -13.524 -23.119 -6.616
C -8.561 -24.037 -2.605
C -20.505 -29.504 -8.006
C -10.990 -20.980 -6.767
C -7.523 -25.164 -8.469
C -9.601 -20.616 -6.321
C -13.984 -33.500 -1.569
C -16.377 -29.032 -5.082
C -19.414 -28.940 -7.103
C -12.349 -22.865 -7.505
C -12.887 -26.604 -7.930
C -18.886 -25.995 -7.775
C -11.721 -22.352 -3.279
C -9.640 -25.055 -10.628
C -11.872 -31.965 -6.775
C -14.528 -31.646 -2.956
C -10.195 -22.813 -10.296
C -8.368 -25.349 -7.203
C -17.055 -28.178 -4.087
C -14.851 -22.460 -4.841
C -11.201 -32.871 -10.300
C -9.514 -23.124 -3.326
C -19.002 -28.011 -2.758
C -12.872 -28.582 -1.928
C -7.347 -20.989 -6.944
C -6.039 -24.292 -0.703
H -10.498 -25.125 -11.329
H -10.527 -33.744 -10.326
H -14.091 -32.182 -3.813
H -17.400 -27.240 -4.560
H -13.705 -31.006 -2.508
H -14.870 -21.835 -3.945
H -20.486 -25.814 -6.526
H -16.095 -30.241 -2.464
H -9.038 -22.163 -3.515
H -3.773 -25.163 -1.612
H -17.202 -29.528 -5.601
H -14.477 -34.234 -0.920
H -11.597 -21.250 -3.173
H -9.475 -25.431 -7.457
H -21.128 -30.247 -10.377
H -13.236 -32.974 -0.980
H -19.893 -28.592 -2.505
H -20.899 -26.714 -7.878
H -13.347 -24.632 -1.629
H -15.800 -22.465 -5.412
H -12.661 -22.682 -2.818
H -13.985 -28.830 -3.514
H -11.131 -22.696 -10.854
H -9.778 -27.011 -5.738
H -19.122 -24.954 -8.162
H -3.870 -23.454 -2.125
H -16.553 -31.465 -3.564
H -12.493 -32.393 -5.992
H -7.467 -27.050 -9.099
H -5.556 -24.959 0.047
H -11.005 -29.386 -5.958
H -8.221 -24.445 -6.576
H -11.118 -24.636 -1.132
H -13.245 -23.434 -0.424
H -7.673 -24.110 0.594
H -12.044 -23.846 -7.959
H -8.756 -26.048 -4.562
H -21.317 -30.015 -7.462
H -13.472 -33.953 -2.424
H -8.967 -25.094 -2.593
H -21.597 -31.619 -9.333
H -20.985 -28.757 -8.680
H -13.158 -26.016 -7.062
H -12.590 -22.173 -8.329
H -19.190 -29.802 -6.461
H -9.704 -23.491 -4.343
H -13.900 -28.651 -6.705
H -19.107 -27.688 -5.674
H -11.093 -20.644 -7.771
H -11.793 -20.461 -6.221
H -9.363 -22.544 -10.957
H -12.891 -33.096 -8.383
H -7.633 -24.051 -3.179
H -16.332 -25.950 -8.080
H -4.185 -24.718 -3.341
H -18.482 -27.635 -1.819
H -7.055 -19.959 -6.715
H -15.988 -25.519 -6.323
H -5.777 -23.239 -0.448
H -9.451 -19.519 -6.231
H -12.005 -30.341 -7.989
H -10.269 -22.039 -9.478
H -12.176 -33.229 -10.622
H -15.873 -28.452 -5.813
H -14.415 -23.380 -7.229
H -13.672 -26.315 -3.799
H -11.777 -22.552 -4.352
H -14.600 -23.501 -4.515
H -16.847 -24.388 -7.367
H -9.230 -27.113 -10.561
H -11.401 -25.230 -3.350
H -11.588 -24.950 -5.058
H -9.296 -23.481 -0.807
H -9.441 -21.027 -5.324
H -7.860 -25.483 -0.519
H -20.208 -31.857 -10.343
H -7.043 -21.624 -6.082
H -18.513 -28.667 -7.649
H -12.340 -27.718 -1.440
H -16.389 -27.847 -3.263
H -13.781 -26.771 -8.534
H -13.578 -25.115 0.043
H -10.842 -32.056 -6.436
H -11.754 -26.632 -4.501
H -10.835 -32.130 -10.997
H -6.523 -25.087 -8.179
H -13.346 -24.041 -5.964
H -14.934 -30.487 -5.213
H -11.434 -33.854 -7.853
H -7.784 -24.142 -8.851
H -12.441 -30.061 -5.082
H -12.079 -29.253 -2.340
H -19.210 -27.144 -3.401
H -18.544 -26.608 -8.634
H -12.212 -25.942 -8.491
H -8.804 -24.639 -11.163
H -13.388 -29.112 -1.145
H -8.473 -27.735 -4.896
H -9.918 -26.502 -9.059
H -12.967 -27.603 -5.679
H -6.757 -21.366 -7.788
H -10.397 -22.875 -7.229
*
```

Atom charges from the Löwdin analysis, given in e for atoms 1 to 6: -0.16 -0.22 -0.12 -0.22 -0.17 -0.21

=====

Entry 8:
Density functional theory data (ωB97M-V/def2-TZVPD) for the ion C3H11N2 with charge +1 in a non-equilibrium geometry.

Output
F_max (eV/A): 6.9
Structure (SMILES): CNC[NH2+]C
Orbital gap (eV): 10.70
Molecular weight (u): 75.135
Calculated total energy (eV): -6261.3875

ORCA input file:
```
! RIJCOSX wB97M-V def2-TZVPD def2/J DEFGRID3
* xyz 1 1
N -0.958 0.554 1.054
N 1.014 0.362 -0.363
C 1.742 0.056 -1.615
C -1.552 -0.462 1.831
C -0.435 -0.092 -0.399
H 2.760 0.545 -1.594
H -1.569 1.292 0.613
H -0.729 0.282 -1.374
H 1.423 -0.090 0.488
H 1.154 0.486 -2.451
H 1.739 -1.037 -1.723
H -0.442 -1.138 -0.322
H -0.731 -1.202 1.877
H -1.825 0.031 2.760
H 0.939 1.380 -0.329
H -2.529 -0.969 1.547
*
```

Atom charges from the Löwdin analysis, given in e for atoms 1 to 6: -0.09 -0.04 -0.01 -0.17 -0.06 0.13

=====

Entry 9:
Density functional theory data (ωB97M-V/def2-TZVPD) for an isolated molecule of C5H7Cl2F in a non-equilibrium geometry.

Output
F_max (eV/A): 2.3
Structure (SMILES): C[C@@]1(F)[C@H](Cl)C[C@@H]1Cl
Orbital gap (eV): 11.08
Molecular weight (u): 157.015
Calculated total energy (eV): -33060.1971

ORCA input file:
```
! RIJCOSX wB97M-V def2-TZVPD def2/J DEFGRID3
* xyz 0 1
Cl -1.942 -1.738 -0.753
Cl 1.847 -1.791 -0.792
F -0.028 0.101 -1.978
C 1.122 -0.517 0.083
C 0.014 -1.122 0.957
C -1.073 -0.491 0.075
C 0.018 1.699 -0.319
C 0.046 0.254 -0.649
H -0.048 -2.190 1.009
H 0.024 -0.682 1.966
H -0.109 1.878 0.750
H -0.876 2.149 -0.851
H 0.915 2.154 -0.681
H 1.914 0.108 0.597
H -1.824 0.190 0.585
*
```

Atom charges from the Löwdin analysis, given in e for atoms 1 to 6: 0.69 0.72 0.03 -0.67 -0.22 -0.66